Record 1
One molecule with the formula C4H11NO. Source: the Open Molecules 2025 dataset; level of theory: ωB97M-V/def2-TZVPD.

Last column: natural (NBO) charge in e.
CARTESIAN COORDINATES (ANGSTROEM)
H (-0.52859, 2.12868, 1.14739)  0.218
H (1.45178, -0.76304, -0.97320)  0.336
N (1.66028, 0.13560, -0.54071)  -0.812
H (-0.47823, -0.61965, -2.36831)  0.467
H (-1.97687, -1.79917, -0.35547)  0.186
C (0.47729, 1.72196, 1.08790)  -0.620
H (-0.08151, -0.70564, 1.50409)  0.227
H (1.18214, 2.53360, 0.90214)  0.223
O (-1.27148, -0.86582, -1.88089)  -0.710
H (-0.38311, -2.38626, -0.71335)  0.157
H (-0.14502, 1.09072, -0.88569)  0.188
C (-0.52148, -0.53742, 0.50338)  -0.484
H (0.70578, 1.25681, 2.04488)  0.195
C (-0.97774, -1.45945, -0.62665)  -0.071
H (2.07114, -0.17407, 0.34547)  0.336
H (-1.53482, -0.22352, 0.82354)  0.207
C (0.35045, 0.66669, -0.01453)  -0.045

Output
* strongest force on any atom: 3.165 eV/Å
* calculated total energy: -288.95273 Eh
* M: 89.14 g mol⁻¹
* energy above the lowest of the compared OMol25 structures with the same formula, charge and spin: 168.8 kJ/mol
* structure (SMILES): C[C@@H](N)CCO
* LUMO energy: 0.911 eV
* frontier orbital gap: 0.391 Ha



Record 2
A 16-piece molecular cluster, C59H100BN9O14 overall. Source: the Open Molecules 2025 dataset; level of theory: ωB97M-V/def2-TZVPD.

Last column: Mulliken charge in e.
CARTESIAN COORDINATES (ANGSTROEM)
H (6.38312, -1.53153, -8.83817)  0.305
H (-7.03625, 0.13563, 1.91822)  0.295
H (0.74318, 7.23755, 7.89054)  0.385
H (-5.15203, -11.40883, -2.85187)  0.359
H (-8.00030, -3.57678, -2.88178)  0.264
H (-5.44523, 0.55324, -9.73459)  0.364
C (-1.80175, -1.56459, 8.33517)  -0.995
H (4.70319, -6.80127, 1.03800)  0.426
C (3.19572, 0.66207, -6.54053)  -1.446
H (-8.99028, -3.89283, -4.21086)  0.256
C (5.42086, 9.36960, 4.15044)  -0.754
C (-5.71835, 5.55634, -2.56556)  -0.527
C (-0.90754, -11.16680, 4.56887)  -0.332
C (-3.91918, 6.25615, 4.13416)  -0.218
H (6.24769, 6.49398, -3.33309)  0.196
C (-0.13858, -10.85922, 3.43185)  -0.463
C (0.77934, 8.33120, 10.96781)  -0.424
H (-10.57723, -2.09964, -3.67560)  0.278
O (3.84037, 11.16804, 4.40761)  -0.503
H (-0.96795, -12.13095, 5.05173)  0.372
N (-6.27779, 6.78357, -2.93047)  0.010
C (3.11304, 6.51448, -3.95180)  -0.316
H (-7.26520, 6.86608, -3.12621)  0.204
H (8.26840, 1.12363, -6.77124)  0.261
H (-5.69051, 5.62102, 4.06792)  0.287
C (0.67343, 1.90247, 1.99903)  0.610
H (4.61583, -0.89940, -6.54412)  0.199
H (0.69286, 8.36914, 12.04367)  0.373
C (7.53979, -5.39822, 5.90938)  -0.508
C (3.17627, 6.16641, -2.59876)  -0.352
C (-4.14899, -8.37550, -3.05175)  -0.430
H (-2.15754, -10.02514, 5.83697)  0.369
H (8.05362, -6.27043, 6.28573)  0.367
N (5.23825, 6.46377, -3.31817)  0.000
H (2.18263, 6.59475, -4.49429)  0.391
N (1.37805, 8.99566, 8.94384)  0.017
N (-4.35064, -8.48843, -1.71541)  0.019
H (-4.26172, -9.77582, -4.72429)  0.378
H (-3.60603, 4.98783, -1.96091)  0.455
N (6.24913, -5.12698, 6.21682)  -0.014
C (-1.64187, -1.72932, 0.84639)  0.655
C (-4.86864, -10.38183, -2.67478)  -0.383
H (4.52938, -9.17163, -0.36595)  0.361
C (0.47668, 7.30363, 10.10162)  -0.416
H (6.58310, -0.27793, -10.05665)  0.297
H (-0.90402, -0.73086, 6.56562)  0.223
H (2.77863, 1.33395, -5.79038)  0.372
H (-4.79830, 0.51242, -7.11307)  0.389
H (2.52648, -8.85431, -1.86798)  0.197
C (7.94360, -4.40158, 5.08826)  -0.312
H (-8.73051, -4.66984, 4.91935)  0.288
H (6.93989, 1.48180, -3.31784)  0.535
H (-8.92714, -1.52004, -3.64112)  0.311
H (-3.16046, 7.90929, 3.00143)  0.308
H (-1.93917, -2.53237, 7.85286)  0.328
H (8.09101, 1.56798, -4.68613)  0.381
H (6.62367, 0.97379, -7.45906)  0.218
C (-7.26296, 1.16966, 2.17805)  -0.864
C (-1.49905, -10.01352, 4.98102)  -0.316
H (-9.15517, -5.36629, -2.34840)  0.312
H (5.02354, 5.84210, -1.30860)  0.400
H (-9.91820, -1.87551, -2.14221)  0.301
O (-0.45179, 1.26831, 1.66936)  -0.405
H (2.41950, 0.01177, -6.94389)  0.399
C (-4.34146, 5.71189, -2.27917)  -0.333
H (-8.35388, -4.15058, 3.30330)  0.270
O (-0.77930, -1.16983, 1.60742)  -0.506
N (-0.29873, -9.45359, 3.22513)  -0.006
C (2.05329, -7.01990, -0.89967)  -0.592
C (-8.40440, 1.35767, 3.25242)  -0.249
C (-4.92154, 1.33779, -7.79862)  -0.391
H (4.74906, 6.89342, -5.39300)  0.390
C (1.29811, 9.32213, 10.27362)  -0.412
C (7.69791, -1.46416, -3.09826)  -0.658
H (8.46480, 0.71255, -9.19929)  0.440
H (8.65569, 0.30648, -2.24401)  0.409
C (-4.13662, 7.55234, 3.32974)  -0.992
H (-3.50627, 5.51380, 3.45113)  0.237
C (-5.27015, 1.44336, -9.14856)  -0.380
C (-5.27839, 7.72095, -2.89942)  -0.608
H (7.69922, -1.66401, -10.11150)  0.321
O (-5.09498, 5.77885, 4.80414)  -0.495
C (-9.62936, -2.19006, -3.14507)  -1.010
H (8.33044, -2.26098, -3.48951)  0.311
H (-4.72782, -10.16115, -0.43130)  0.365
H (4.72610, 9.05651, 3.37109)  0.252
C (-9.05386, -3.61637, -3.15843)  -0.186
C (-4.37231, -9.57286, -3.66931)  -0.372
H (5.01931, 1.17627, -4.28089)  0.649
C (7.54188, 0.90365, -4.01888)  -0.695
H (-9.31222, 0.75545, 3.21645)  0.295
H (-3.77695, -7.43719, -3.43588)  0.383
H (4.76100, -3.75287, 5.67105)  0.388
H (1.78637, 10.25561, 10.51153)  0.358
C (-4.71802, -9.76810, -1.43719)  -0.529
H (5.69439, -5.60017, 6.91571)  0.204
O (-0.67968, 0.06002, -0.41248)  -0.430
C (-5.06246, 2.75624, -9.50044)  -0.405
C (-7.73015, -6.19551, 3.89701)  -0.919
H (3.69212, -0.81032, -5.11580)  0.417
N (-4.52910, 2.57547, -7.33911)  0.010
C (3.93495, -7.10767, 0.34350)  -0.375
H (5.59823, -0.95256, -3.25142)  0.548
O (3.00598, 1.22758, 1.67641)  -0.628
H (3.63226, 11.37091, 3.49266)  0.294
H (-6.93470, -6.50473, 3.21898)  0.350
H (1.10329, -6.73904, -1.32982)  0.418
C (-1.18972, -8.98856, 4.17290)  -0.583
H (-5.16215, 3.09020, -10.52267)  0.363
C (6.88787, -3.48426, 4.90230)  -0.442
H (-4.05806, 2.82348, -6.48079)  0.231
C (-7.94896, -4.68957, 4.15982)  -0.350
H (-6.26484, -4.14751, 3.76503)  0.309
H (9.03998, -0.67113, -8.40126)  0.413
C (8.44449, -0.10561, -3.23076)  -0.660
H (1.79269, 9.51443, 8.18289)  0.185
H (-4.40631, 4.45530, -8.18934)  0.353
H (8.93545, -4.30729, 4.67142)  0.372
H (-2.64555, -1.56246, 9.02517)  0.283
H (5.74319, 1.49357, -5.77605)  0.493
O (-8.87008, 2.67747, 3.28948)  -0.516
H (-3.15249, 7.48533, -2.23348)  0.372
H (5.79190, 11.47187, 3.66254)  0.298
H (-8.01601, 1.07385, 4.23053)  0.231
H (-7.42175, 1.68689, 1.23183)  0.281
O (-2.18801, -1.33662, -1.55992)  -0.645
H (-9.46514, 2.85810, 2.55813)  0.292
C (-4.75941, 3.44544, -8.33733)  -0.535
N (6.59763, -0.07711, -4.82901)  0.225
H (-4.51431, 8.36427, 3.95121)  0.276
H (-8.68334, -6.56578, 3.51959)  0.292
O (-9.66985, -4.55595, -2.34114)  -0.527
H (-5.50220, 8.77748, -2.90635)  0.339
H (2.31716, 6.03546, -1.95753)  0.425
H (-4.81593, 7.39950, 2.49112)  0.325
O (-1.42156, 0.73332, 7.86104)  -0.493
C (4.20989, -0.17691, -5.83609)  -0.079
C (5.25960, 10.85801, 4.38913)  -0.323
C (6.44471, -1.24831, -3.87118)  -0.775
C (-4.14175, 7.10496, -2.44101)  -0.304
C (2.78786, -6.36845, 0.14480)  -0.352
C (4.42386, 6.60818, -4.40341)  -0.610
H (-1.43602, -7.93704, 4.16600)  0.391
H (6.43096, 9.10922, 3.83423)  0.302
C (5.77704, -4.07515, 5.49729)  -0.438
H (7.41720, -1.69355, -2.07031)  0.351
H (-6.34648, 1.65952, 2.50699)  0.236
H (0.18724, 6.27592, 10.26421)  0.372
C (8.11491, -0.13219, -8.60590)  -0.827
H (9.43774, -0.24831, -3.65643)  0.310
H (0.42659, -11.43662, 2.71519)  0.353
C (-1.60589, -0.96912, -0.50868)  0.570
C (0.82778, 7.75312, 8.83576)  -0.438
H (6.88313, -2.57264, 4.32322)  0.385
C (7.29980, -0.63566, -6.10797)  -0.925
H (-3.21473, 6.51367, 4.92505)  0.271
H (3.65034, 1.21916, -7.35972)  0.331
C (7.11693, -1.01528, -9.45713)  -1.045
C (7.55678, 0.45075, -7.24970)  -0.293
H (6.60180, -1.37108, -6.50804)  0.453
N (2.74824, -8.17083, -1.15821)  -0.006
C (-1.71949, -0.43985, 7.22775)  -0.202
H (5.60639, 11.10282, 5.39308)  0.217
H (-0.47298, 0.74561, 8.00810)  0.302
H (8.28073, -1.07135, -5.91809)  0.454
O (1.31129, -0.06965, 0.94047)  -0.414
H (-6.36942, 4.69578, -2.52143)  0.394
H (2.57185, -5.42689, 0.62771)  0.460
O (-6.81001, -4.11254, 4.55444)  -0.477
C (5.31556, 0.67234, -5.20088)  -1.176
H (-0.95144, -1.69483, 9.00458)  0.296
C (3.89170, -8.30229, -0.42936)  -0.533
C (4.51393, 6.08577, -2.22910)  -0.519
H (5.21300, 8.91020, 5.11680)  0.218
H (-4.12386, -7.76658, -1.04639)  0.209
H (0.22404, -8.85164, 2.60508)  0.212
H (-2.67356, -0.32382, 6.71356)  0.260
O (-2.36061, -2.71082, 1.00579)  -0.674
H (6.03980, -2.10773, -4.40553)  0.478
C (1.82774, 1.00902, 1.54227)  0.562
B (-0.14791, 0.03624, 0.97980)  0.960
O (0.80788, 3.04757, 2.53931)  -0.661
H (-7.51852, -6.63073, 4.87369)  0.239

Output
* strongest force on any atom: 5.418 eV/Å
* calculated total energy: -3878.96362 Eh
* M: 1170.31 g mol⁻¹
* energy above the lowest of the compared OMol25 structures with the same formula, charge and spin: 598.9 kJ/mol
* LUMO energy: -0.956 eV
* frontier orbital gap: 0.247 Ha



Record 3
C4H2O2Sn as an isolated structure. Source: the Open Molecules 2025 dataset; level of theory: ωB97M-V/def2-TZVPD.

Last column: Mulliken spin population.
CARTESIAN COORDINATES (ANGSTROEM)
C (0.23170, 0.30182, 0.02971)  -0.010
O (-1.75485, 0.56168, -0.16569)  0.020
O (-0.96615, -0.02703, 0.87330)  0.039
H (2.07807, -1.39468, -0.49936)  0.002
C (1.59138, 0.57393, 0.66470)  -0.011
Sn (-1.58402, -1.80942, 1.77691)  0.956
C (1.73166, -0.48047, -0.03342)  0.008
C (-0.65044, 0.87318, -0.84822)  -0.005
H (-0.67735, 1.40100, -1.79794)  0.000

Output
* strongest force on any atom: 1.746 eV/Å
* <S²>: 0.75
* 2S+1: 2
* calculated total energy: -517.77205 Eh
* M: 200.77 g mol⁻¹
* energy above the lowest of the compared OMol25 structures with the same formula, charge and spin: 376.4 kJ/mol
* LUMO energy (spin up / spin down): -6.040 / -5.902 eV
* total charge: +1
* frontier orbital gap (spin up / spin down): 0.223 / 0.271 Ha



Record 4
C29H22Cl2F5N2O6PS2Zr as an isolated structure. Source: the Open Molecules 2025 dataset; level of theory: ωB97M-V/def2-TZVPD.

Last column: natural (NBO) charge in e.
CARTESIAN COORDINATES (ANGSTROEM)
H (-3.29991, -1.24162, -1.26883)  0.217
H (-1.86947, 2.46650, 0.35368)  0.226
O (1.33915, 1.13049, 1.12428)  -1.009
C (5.04889, -0.63910, 3.08857)  -0.389
C (-0.30542, 3.92964, -2.82156)  -0.203
C (1.72909, 3.49838, -1.62692)  -0.166
C (-2.07984, -0.87909, -4.87148)  -0.210
C (-0.27282, 0.60756, 3.56875)  -0.253
F (1.84625, -0.37875, 3.28204)  -0.283
H (-5.84201, 1.13867, 1.20634)  0.221
C (-4.67393, -0.15111, -0.04655)  -0.193
C (0.93407, 2.44980, 5.32279)  0.267
H (6.12527, -0.52491, 3.05811)  0.225
C (-4.89106, 0.98895, 0.71286)  -0.214
C (0.20173, -1.13355, -3.31102)  -0.134
C (1.69147, 1.45939, 4.72207)  0.314
O (3.41771, 2.01083, 0.09028)  -0.905
Cl (4.64777, -2.01866, 4.10160)  0.004
H (1.09031, -1.23822, -2.70121)  0.237
C (-0.91894, -0.47555, -2.80092)  -0.386
S (2.18535, 1.32252, -0.08801)  2.436
C (-3.45130, -0.34866, -0.67231)  -0.243
H (-1.60437, -4.21105, -0.73336)  0.226
C (-3.88198, 1.93225, 0.84440)  -0.133
H (-2.92866, 0.17702, -3.21569)  0.221
H (-2.96976, -0.77813, -5.47920)  0.219
F (-2.31572, 1.73146, 3.94108)  -0.296
H (4.56153, 0.24452, 3.48114)  0.229
C (1.20131, 2.28991, -1.19285)  -0.335
O (0.63715, -4.57688, -1.83559)  -0.619
C (1.08042, 0.56592, 3.87010)  0.317
C (2.58838, -3.31914, -0.30153)  -0.357
H (-5.45606, -0.89136, -0.15458)  0.220
N (1.27767, -2.74168, -0.59357)  -0.839
C (-1.05036, -3.27424, -0.77863)  -0.323
H (-1.81205, 2.41974, -2.69973)  0.215
C (0.17324, -1.66692, -4.59046)  -0.201
Cl (4.48905, -0.84438, 1.41157)  0.005
S (-1.02142, -0.56088, 2.50460)  -0.269
P (-0.75424, 0.22939, -1.12474)  0.882
F (3.00330, 1.37984, 4.96011)  -0.297
F (-1.15921, 3.47746, 5.62141)  -0.286
O (3.36937, -4.26981, 1.78230)  -0.550
C (0.97245, 4.32020, -2.44466)  -0.190
H (-0.99527, -1.97287, -6.36270)  0.220
H (-1.93042, -2.05091, 0.64662)  0.413
H (-4.03714, 2.81567, 1.44934)  0.216
O (2.26566, -0.06474, -0.63984)  -1.009
C (-2.66010, 1.73806, 0.22095)  -0.211
C (-0.42152, 2.52411, 5.04887)  0.270
C (-1.00618, 1.61644, 4.18322)  0.332
C (-2.43627, 0.59987, -0.55123)  -0.348
H (-1.50010, -2.64739, -1.54824)  0.226
Zr (0.87911, -1.18896, 0.84553)  2.056
H (2.72362, 3.78184, -1.31466)  0.254
H (-0.90521, 4.56449, -3.46034)  0.223
H (3.41521, -2.67018, -0.60546)  0.233
O (1.83005, -2.62346, 1.84890)  -0.872
H (2.71445, -4.27775, -0.80101)  0.259
C (-0.81845, 2.71835, -2.38964)  -0.124
C (-0.96912, -1.54571, -5.36886)  -0.192
H (-0.98574, -3.21065, 1.28272)  0.414
C (2.65908, -3.49003, 1.22171)  0.798
C (-2.05632, -0.34112, -3.59327)  -0.210
H (1.38244, 5.26162, -2.78405)  0.226
C (-0.07576, 1.87735, -1.56396)  -0.320
C (0.38695, -3.60162, -1.15034)  0.672
H (1.04144, -2.18891, -4.96960)  0.225
N (-1.05554, -2.55265, 0.50873)  -0.869
F (1.50271, 3.32242, 6.15197)  -0.282

Output
* strongest force on any atom: 0.519 eV/Å
* calculated total energy: -4283.96129 Eh
* M: 846.73 g mol⁻¹
* energy above the lowest of the compared OMol25 structures with the same formula, charge and spin: 42.9 kJ/mol
* LUMO energy: -0.280 eV
* frontier orbital gap: 0.304 Ha